(1)
{
  "formula": "C6H7ClO",
  "method": "ωB97M-V with the def2-TZVPD basis set",
  "elements": ["C", "C", "C", "C", "C", "C", "O", "Cl", "H", "H", "H", "H", "H", "H", "H"],
  "coordinates": [[-0.45, -1.63, -0.64], [-1.67, -1.42, -0.10], [0.20, -0.33, -1.05], [0.26, 0.61, 0.26], [-1.04, 0.51, 1.11], [-2.07, -0.12, 0.28], [-2.59, -1.63, 0.88], [-3.34, 0.82, -0.54], [-0.07, -2.64, -0.70], [1.19, -0.57, -1.52], [-0.39, 0.08, -1.85], [1.11, 0.35, 0.87], [0.25, 1.74, -0.13], [-0.77, -0.28, 1.85], [-1.31, 1.57, 1.51]],
  "s2": 2.01,
  "relative_energy_kj_mol": 210.69,
  "multiplicity": 3,
  "charge": 0,
  "gap_ha": [0.2285, 0.3076]
}

***

(2)
{
  "formula": "C6H7CuLiO6",
  "method": "ωB97M-V with the def2-TZVPD basis set",
  "elements": ["Li", "O", "O", "C", "C", "O", "C", "H", "H", "H", "H", "Cu", "O", "O", "C", "C", "O", "C", "H", "H", "H"],
  "coordinates": [[0.37, 2.52, -3.40], [1.58, 1.82, -2.01], [0.36, 1.78, 0.07], [-0.74, 2.69, 0.12], [-1.64, 2.16, -0.99], [-0.70, 1.60, -1.92], [0.53, 1.41, -1.24], [-1.19, 2.64, 1.11], [-0.39, 3.71, -0.09], [-2.22, 2.94, -1.50], [-2.31, 1.36, -0.63], [1.07, -1.57, 4.43], [0.02, -1.50, 2.16], [1.17, -1.29, 0.27], [1.97, -0.38, -0.34], [1.34, 0.21, -1.54], [2.20, -1.10, 2.29], [1.14, -1.31, 1.67], [2.46, 0.32, 0.35], [0.90, -0.46, -2.29], [2.74, -0.49, -1.38]],
  "relative_energy_kj_mol": 312.77,
  "charge": 1,
  "gap_ha": 0.2864
}

***

(3)
{
  "formula": "C6H7F3",
  "method": "ωB97M-V with the def2-TZVPD basis set",
  "elements": ["C", "C", "C", "C", "C", "C", "F", "F", "F", "H", "H", "H", "H", "H", "H", "H"],
  "coordinates": [[-0.85, -2.67, -1.80], [-0.08, -1.89, -1.23], [-1.22, 0.62, 0.17], [1.45, 0.65, 0.49], [0.21, 0.58, -0.37], [0.38, 0.98, -1.80], [-0.65, 0.72, -2.72], [1.40, 0.42, -2.49], [0.59, 2.28, -1.86], [-1.51, -3.43, -1.87], [-1.82, 1.45, 0.39], [-1.94, -0.06, -0.51], [-1.25, 0.14, 1.24], [2.45, 0.78, 0.04], [1.49, -0.12, 1.19], [1.29, 1.56, 1.06]],
  "relative_energy_kj_mol": 512.12,
  "charge": 0,
  "gap_ha": [0.2975, 0.2637]
}

***

(4)
{
  "formula": "C6H7HgO7",
  "method": "ωB97M-V with the def2-TZVPD basis set",
  "elements": ["C", "C", "O", "C", "O", "O", "H", "H", "H", "C", "C", "O", "C", "O", "O", "H", "H", "Hg", "H", "O", "H"],
  "coordinates": [[0.86, 0.56, -0.01], [0.39, 1.10, 1.32], [-0.27, 0.05, 2.01], [-0.96, 0.37, 3.14], [-0.92, 1.55, 3.57], [-1.71, -0.54, 3.58], [-0.72, 0.41, -0.39], [-0.30, 1.94, 1.14], [1.25, 1.46, 1.91], [0.13, -0.55, -0.72], [0.79, -1.41, -1.74], [2.14, -1.49, -1.74], [2.81, -2.32, -2.68], [2.36, -3.47, -2.73], [3.72, -1.77, -3.32], [0.25, -2.16, -2.32], [-0.39, -1.24, -0.04], [-2.25, 0.87, 5.17], [1.93, 0.35, 0.15], [0.83, 1.13, -1.58], [-0.05, 1.53, -1.63]],
  "s2": 2.01,
  "multiplicity": 3,
  "charge": -1,
  "gap_ha": [0.1582, 0.1325]
}